102
Properties=species:S:1:pos:R:3:forces:R:3:mulliken_charge:R:1 method="wB97M-V/def2-TZVPD" homo_lumo_gap_ev="5.16 / 5.09" total_charge=-1 s2=9.04 e_above_lowest_kcal_mol=24.78 multiplicity=6 e_homo_ha="-0.1102 / -0.1091"
Mn -1.65468 -1.18509 0.05587 -0.79 -0.96 0.22 -0.027
C -0.68047 -3.28990 -1.88001 -0.02 0.07 0.04 -0.272
N -0.45315 -3.02048 -0.46718 0.11 0.06 -0.09 -0.051
C 0.94853 -3.03993 -0.04294 -0.10 -0.23 0.17 -2.347
C 1.61369 -1.68251 0.16459 -0.18 0.07 0.24 1.617
N 1.17675 -0.94974 1.39077 -0.06 0.14 0.02 1.427
C 2.35173 -0.43576 1.96630 -0.01 -0.08 0.00 0.696
C 2.52063 0.53583 2.92694 0.07 0.01 -0.03 0.148
C 3.81977 0.87484 3.32153 -0.03 -0.01 -0.01 -1.535
C 4.91920 0.26257 2.74752 -0.03 -0.03 -0.02 -0.753
C 4.74627 -0.71402 1.75960 0.05 0.01 0.05 -0.945
C 3.46494 -1.05112 1.39307 -0.01 -0.01 0.02 0.185
N 3.02597 -1.99448 0.45496 0.08 0.08 -0.16 -0.208
C -2.14283 -3.14555 -2.15630 0.25 -0.08 -0.03 -0.144
N -2.95612 -2.51105 -1.36457 -0.16 -0.10 -0.20 0.172
C -4.19377 -2.55484 -1.99364 -0.02 0.13 0.21 0.128
C -5.41626 -2.02721 -1.58593 0.08 -0.04 -0.03 -0.675
C -6.50062 -2.21769 -2.41763 -0.06 -0.06 -0.12 -0.606
C -6.38169 -2.91995 -3.62954 -0.01 0.06 0.10 -0.365
C -5.17373 -3.44944 -4.04257 0.01 0.02 0.04 -1.115
C -4.08723 -3.24799 -3.19961 0.15 -0.16 -0.18 0.583
N -2.75214 -3.62837 -3.27636 -0.21 0.11 0.09 -0.058
H -0.32949 -4.28518 -2.19057 0.02 0.03 -0.01 0.482
H -0.14406 -2.52746 -2.45772 0.00 -0.07 0.02 -0.068
H -0.98755 -3.65086 0.12572 -0.06 0.08 -0.09 0.404
H 1.55749 -3.58127 -0.77619 0.03 0.01 0.02 0.251
H 1.01260 -3.57533 0.90678 0.02 0.05 -0.03 0.207
H 1.66412 1.04897 3.32776 -0.02 0.04 0.06 0.492
H 3.95986 1.63661 4.07817 0.00 0.02 0.00 0.421
H 5.91877 0.54184 3.05302 0.02 0.01 0.01 0.383
H 5.59854 -1.18756 1.28814 0.02 -0.01 -0.01 0.454
H 3.57368 -2.00971 -0.39724 -0.01 0.00 0.02 0.504
H -5.49554 -1.49328 -0.64890 0.01 0.01 0.02 0.547
H -7.46654 -1.82044 -2.13459 0.00 0.00 0.00 0.394
H -7.25524 -3.04714 -4.25486 -0.02 0.00 0.00 0.365
H -5.08683 -3.98895 -4.97615 0.02 -0.01 -0.02 0.380
H -2.30065 -4.12575 -4.02213 -0.01 0.00 -0.01 0.209
S -2.37041 -2.55598 2.11492 0.30 0.32 -0.14 -0.647
P -1.41640 -0.70167 2.32389 0.01 0.32 -0.22 1.807
C 0.02607 -0.06094 1.28062 0.10 -0.56 -0.38 -1.747
P -0.12372 0.85030 -0.28266 -0.05 1.01 0.04 2.339
S -1.34286 0.31514 -1.90469 0.20 0.00 0.61 -0.779
C 1.20102 2.02721 -0.80337 0.03 -0.17 0.11 1.020
C 1.20502 2.52653 -2.09846 -0.08 -0.04 -0.10 -0.631
C 2.18587 3.42303 -2.49857 0.08 0.00 0.00 -0.618
C 3.17291 3.82901 -1.61167 -0.03 -0.07 0.02 -0.729
C 3.16924 3.33064 -0.31431 -0.03 0.03 -0.07 -0.800
C 2.18579 2.43885 0.08639 0.02 0.00 0.10 -0.316
C -1.15713 2.30043 0.40330 0.15 -0.07 0.01 0.496
C -2.13163 2.96509 -0.33311 -0.05 -0.04 -0.08 -0.568
C -2.75688 4.10372 0.15859 -0.01 -0.02 0.01 -0.587
C -2.41727 4.60903 1.40418 0.02 -0.01 0.00 -0.641
C -1.42594 3.97610 2.14215 -0.06 0.00 -0.04 -0.894
C -0.80253 2.84577 1.63792 0.00 -0.09 0.07 0.042
C -2.76802 0.45657 2.81295 0.06 -0.01 0.11 0.712
C -3.65040 0.90865 1.83611 0.06 0.04 -0.30 -0.345
C -4.75588 1.67329 2.16145 -0.04 0.07 0.12 -0.699
C -5.02336 1.98803 3.48857 0.05 -0.04 -0.07 -0.649
C -4.17655 1.51374 4.47686 0.00 -0.01 -0.07 -0.812
C -3.06490 0.75103 4.13929 -0.03 -0.01 0.24 -0.441
C -0.47710 -0.88774 3.91742 -0.04 0.01 -0.16 0.281
C -0.13912 0.24559 4.64881 0.09 0.18 0.03 -0.266
C 0.56478 0.15272 5.83949 0.02 -0.07 0.00 -0.736
C 0.98017 -1.08970 6.29894 -0.07 -0.01 -0.09 -0.658
C 0.66633 -2.22543 5.56466 0.06 0.01 0.11 -0.746
C -0.07089 -2.12549 4.39381 -0.06 -0.08 -0.10 -0.816
H 0.44034 2.21055 -2.79806 0.01 -0.03 0.01 0.392
H 2.18735 3.79041 -3.51683 -0.01 0.02 -0.02 0.447
H 3.94105 4.52142 -1.93168 0.02 0.01 0.00 0.380
H 3.93184 3.63372 0.39238 0.02 0.00 0.01 0.472
H 2.19201 2.06281 1.10030 0.02 0.00 -0.04 -0.003
H -2.41473 2.56889 -1.29973 0.00 0.02 0.01 0.331
H -3.51895 4.59065 -0.43810 -0.02 0.02 0.00 0.403
H -2.91550 5.48755 1.79464 -0.01 0.02 0.01 0.366
H -1.13989 4.35902 3.11403 0.00 0.02 0.03 0.432
H -0.03124 2.35699 2.22090 0.01 0.01 0.00 0.283
H -3.47458 0.68168 0.78627 0.07 -0.02 0.13 0.098
H -5.40334 2.03111 1.37172 -0.03 0.01 -0.01 0.448
H -5.88579 2.58971 3.74586 -0.02 0.01 0.00 0.378
H -4.37716 1.72894 5.51883 -0.01 0.00 0.02 0.427
H -2.44012 0.37248 4.93866 -0.13 0.03 -0.10 0.414
H -0.43182 1.22646 4.28519 0.02 -0.05 -0.01 0.375
H 0.80303 1.05130 6.39499 0.01 0.01 0.01 0.419
H 1.54536 -1.17187 7.21812 0.02 0.00 0.02 0.370
H 0.99179 -3.19904 5.90975 0.00 -0.01 0.01 0.397
H -0.34468 -3.01496 3.83894 0.01 0.03 0.00 0.296
F 5.68491 1.54434 -6.75585 -0.01 -0.15 -0.02 -0.280
C 5.17619 0.28703 -6.71742 -0.13 0.06 0.09 0.927
F 6.25807 -0.54074 -6.78113 -0.09 0.08 -0.03 -0.279
F 4.50541 0.10543 -7.88039 0.12 0.00 0.12 -0.291
C 4.32498 0.05397 -5.51914 0.15 0.00 -0.17 0.268
C 3.17346 -0.73349 -5.60226 -0.11 -0.08 0.03 -0.988
C 2.41532 -0.98854 -4.48540 0.05 0.01 -0.06 -0.408
C 2.78278 -0.46158 -3.21226 -0.22 -0.02 0.01 0.247
C 3.96302 0.33968 -3.15292 0.00 0.05 -0.01 -0.193
C 4.70714 0.58157 -4.27664 0.03 0.07 0.06 -1.096
C 2.04012 -0.69680 -2.07761 0.13 -0.03 0.11 -0.400
C 1.39988 -0.75025 -0.98998 0.24 0.01 -0.20 -0.217
H 2.87008 -1.14028 -6.55817 0.00 0.01 -0.02 0.397
H 1.51363 -1.58204 -4.56157 -0.02 -0.01 -0.01 0.448
H 4.23993 0.77283 -2.20054 0.03 0.03 0.02 0.508
H 5.58997 1.20493 -4.20445 0.01 -0.01 -0.03 0.377